# 1
Computed, not measured: a 8-piece molecular cluster, C46H106FNO10P overall at a distorted geometry, with ωB97M-V/def2-TZVPD.

Last column: Mulliken charge in e.
Geometry (Å):
P  2.388  -0.944  0.038  -0.121
F  0.193  0.627  -1.669  -0.274
O  2.284  -4.710  -5.747  -0.466
O  5.463  1.864  2.721  -0.332
O  2.256  0.836  -4.403  -0.844
O  5.197  8.208  3.208  -0.417
O  -2.999  3.996  -1.955  -0.430
O  -8.124  -6.017  0.977  -0.353
O  0.558  9.025  -1.540  -0.374
O  0.447  -0.428  -4.405  -0.669
O  1.809  -6.639  4.672  -0.404
O  -7.545  0.275  0.866  -0.404
N  1.951  -1.046  -1.644  0.291
C  -2.342  4.695  -0.913  -0.316
C  -0.264  -2.378  -1.504  0.093
C  1.038  -0.268  1.148  -0.079
C  2.160  -3.426  1.560  -0.051
C  -8.319  -0.667  0.098  -0.579
C  -1.976  6.125  -1.267  -0.662
C  -2.272  3.860  -3.171  -0.512
C  3.139  -2.523  0.698  -0.724
C  -4.542  -3.889  -1.256  -0.653
C  -9.361  -6.313  0.352  -0.377
C  -10.551  -5.627  1.000  -0.972
C  1.445  0.178  -2.201  0.412
C  1.326  8.356  -2.530  -0.148
C  5.247  8.148  1.791  -0.170
C  -4.973  -2.402  -0.910  -0.736
C  1.009  10.312  -1.156  -0.080
C  3.536  -5.035  -6.319  -0.318
C  1.964  -3.321  -5.684  0.064
C  -0.715  -3.894  -1.311  -0.705
C  4.718  -4.428  -5.583  -1.024
C  -8.179  -7.869  2.593  -1.120
C  1.936  -8.050  4.660  -0.345
C  2.895  -5.913  5.224  -0.384
C  1.209  -2.259  -2.040  -0.358
C  6.447  4.015  3.395  -1.012
C  2.770  8.117  -2.123  -1.050
C  -7.252  1.433  0.058  -0.679
C  4.209  -6.141  4.497  -1.086
C  -4.121  -4.681  0.048  -0.517
C  1.753  0.090  2.534  -0.976
C  -2.642  -5.194  -0.033  -1.207
C  -0.952  3.126  -3.017  -0.844
C  1.914  -2.644  -7.040  -1.253
C  2.101  -8.659  6.043  -1.009
C  6.108  2.579  3.760  -0.455
C  -8.003  -6.381  2.342  -0.333
C  -1.568  -4.039  0.013  -0.045
C  7.512  1.005  1.666  -1.122
C  6.186  1.729  1.506  -0.223
C  1.048  11.312  -2.300  -1.131
C  4.444  9.272  3.763  -0.350
C  1.339  0.179  -3.786  0.136
C  5.854  9.386  1.153  -1.180
C  -6.441  -2.467  -0.290  -0.167
C  -7.414  -1.418  -0.955  -0.587
C  2.978  9.258  3.361  -0.698
H  -0.495  -1.751  -0.614  0.061
H  7.354  0.011  2.091  0.282
H  3.550  -4.760  -7.380  0.305
H  0.302  -1.077  1.389  0.112
H  1.198  -2.429  -3.147  -1.036
H  8.194  1.539  2.330  0.275
H  -3.675  -3.883  -1.968  0.264
H  1.740  11.006  -3.086  0.281
H  2.814  7.538  -1.197  0.229
H  6.327  2.710  1.039  0.251
H  -3.034  4.706  -0.067  0.371
H  -4.304  -4.012  0.926  0.404
H  1.986  10.241  -0.664  0.065
H  4.908  10.234  3.518  0.300
H  6.907  4.525  4.243  0.442
H  1.190  0.855  3.116  0.369
H  -11.468  -5.862  0.456  0.395
H  3.617  -6.125  -6.283  0.341
H  4.250  7.944  1.385  0.258
H  1.257  -8.390  6.681  0.288
H  2.656  -2.803  -5.013  0.197
H  0.059  11.409  -2.755  0.285
H  4.526  -7.184  4.543  0.318
H  3.306  9.052  -1.950  0.237
H  7.001  2.038  4.094  0.298
H  1.774  -3.143  -1.623  0.438
H  -9.511  -7.397  0.303  0.317
H  2.814  -4.162  2.108  -0.201
H  -8.037  -8.093  3.652  0.397
H  0.158  -4.595  -1.311  0.492
H  -2.916  3.297  -3.851  0.373
H  -2.548  -5.853  -0.931  0.407
H  -1.112  2.134  -2.599  0.206
H  -7.680  1.337  -0.974  0.328
H  3.298  7.568  -2.904  0.454
H  -9.274  -5.968  -0.680  0.342
H  -6.449  -2.355  0.819  0.329
H  -6.999  -6.085  2.651  0.331
H  -2.088  -3.070  0.213  0.120
H  -5.392  -4.392  -1.780  0.537
H  -9.158  -0.132  -0.430  0.404
H  -0.267  3.655  -2.351  0.200
H  8.003  0.897  0.698  0.400
H  -4.962  -1.775  -1.829  0.412
H  6.865  9.553  1.532  0.323
H  2.755  -8.351  3.998  0.301
H  -6.141  1.551  0.006  0.238
H  4.015  -2.295  1.353  0.348
H  7.143  4.069  2.556  0.266
H  5.902  9.270  0.068  0.402
H  0.308  10.670  -0.399  0.354
H  2.044  -0.813  3.116  0.168
H  -0.846  -4.270  0.838  0.129
H  -1.278  6.170  -2.104  -0.094
H  5.000  -5.532  4.940  0.379
H  -8.108  -1.980  -1.633  0.320
H  1.366  12.292  -1.937  0.402
H  4.513  9.165  4.847  0.337
H  -7.711  2.358  0.500  0.242
H  5.544  4.558  3.105  0.284
H  5.549  1.156  0.829  0.297
H  -2.122  4.844  -3.633  0.301
H  -8.699  -5.794  2.952  0.337
H  -7.451  -8.441  2.014  0.307
H  1.187  -3.141  -7.689  0.316
H  -0.928  -1.994  -2.328  0.329
H  -4.302  -2.041  -0.097  0.145
H  2.631  -4.857  5.151  0.359
H  1.019  -8.438  4.210  0.327
H  -8.764  -1.420  0.795  0.242
H  2.881  -2.676  -7.549  0.295
H  -1.506  6.619  -0.414  0.422
H  5.864  7.283  1.538  0.301
H  1.630  -1.596  -6.926  0.414
H  0.978  -3.252  -5.222  0.220
H  0.576  0.679  0.799  0.311
H  2.993  -6.134  6.293  0.343
H  3.474  -3.126  -0.179  0.526
H  -0.462  3.021  -3.986  0.497
H  4.720  -4.744  -4.537  0.261
H  0.842  7.392  -2.696  0.163
H  -4.810  -5.556  0.148  0.150
H  -9.172  -8.218  2.308  0.267
H  -1.460  4.137  -0.582  0.210
H  1.270  8.898  -3.480  0.296
H  2.443  10.076  3.847  0.395
H  2.513  8.312  3.650  0.284
H  -10.689  -5.941  2.036  0.264
H  2.192  0.981  -1.963  0.269
H  2.155  -9.747  5.974  0.380
H  5.656  -4.745  -6.046  0.386
H  -2.866  6.690  -1.555  0.288
H  -6.846  -3.483  -0.523  0.071
H  5.417  2.583  4.605  0.331
H  -2.457  -5.839  0.871  0.357
H  3.009  -8.310  6.538  0.260
H  4.110  -5.876  3.441  0.263
H  4.691  -3.338  -5.595  0.282
H  1.584  -2.852  2.319  0.231
H  2.721  0.588  2.237  0.221
H  -1.388  -4.209  -2.156  0.405
H  1.500  -4.056  0.905  -0.063
H  2.849  9.369  2.283  -0.050
H  -6.860  -0.698  -1.613  0.392
H  -10.411  -4.543  1.004  0.195
H  5.272  10.284  1.367  0.264

Summary:
E_tot = -3064.47328 a.u.
Net charge = -1
Orbital gap = 0.2407 hartree

***

# 2
Computed, not measured: a 9-piece molecular cluster, C46H106N4O9 overall at a distorted geometry, with ωB97M-V/def2-TZVPD.

Last column: Mulliken charge in e.
Geometry (Å):
O  -0.553  -4.672  9.835  -0.425
O  7.032  2.687  2.350  -0.512
O  -2.747  8.426  -3.141  -0.414
O  -0.751  -5.419  -1.861  -0.424
O  -6.189  1.816  -1.364  -0.498
O  -3.699  4.841  1.370  -0.506
O  -1.951  -0.537  -0.038  -0.512
O  5.889  -4.525  -2.681  -0.416
O  -0.478  6.276  -7.126  -0.493
N  -2.630  9.704  -2.496  0.141
N  6.753  -4.667  -3.771  0.114
N  -1.030  -6.788  -1.742  0.183
N  -0.890  -3.296  9.970  0.336
C  -0.994  -2.520  8.737  1.362
C  -0.249  10.211  -2.970  -1.888
C  -1.414  -2.856  11.281  1.195
C  -1.160  -8.757  -0.386  -1.353
C  -3.575  12.039  -2.046  -1.179
C  -1.325  11.368  -1.068  -1.107
C  -0.759  0.222  0.185  -0.204
C  6.696  -3.495  -4.717  1.367
C  -2.816  -3.431  11.627  -1.563
C  -3.582  10.738  -2.967  1.440
C  -1.278  10.012  -1.918  1.682
C  -2.124  12.535  -1.719  -0.838
C  7.069  -6.062  -4.127  1.607
C  5.314  -3.356  -5.416  -1.530
C  7.751  -6.718  -2.915  -1.917
C  8.116  -6.037  -5.263  -1.280
C  -2.090  -0.626  10.109  -0.815
C  -1.512  -1.263  11.373  -1.146
C  -3.208  -6.877  -3.023  -1.656
C  -7.752  2.331  -3.068  -0.858
C  5.784  -6.814  -4.560  -1.590
C  0.059  -6.858  0.507  -1.862
C  -1.789  -8.932  -2.767  -1.108
C  -4.166  4.370  3.616  -1.095
C  -6.440  1.660  -2.745  -0.290
C  7.884  -5.033  -6.429  -0.772
C  -1.776  -7.364  -2.893  1.346
C  -0.798  8.943  -0.920  -1.855
C  0.634  5.431  -7.335  -0.204
C  -1.050  -7.069  -4.237  -1.873
C  7.791  -3.645  -5.800  -1.012
C  -1.198  -7.302  -0.332  1.664
C  -4.492  5.219  2.405  -0.110
C  -0.486  1.035  -1.055  -0.947
C  0.290  -2.616  7.887  -1.874
C  -5.096  10.354  -2.834  -1.809
C  -2.074  -9.513  -1.388  -0.761
C  -3.263  11.142  -4.411  -1.633
C  -0.323  -3.227  12.348  -1.756
C  -2.514  -6.910  0.396  -1.580
C  0.661  4.319  -6.281  -0.997
C  6.021  0.981  3.544  -1.053
C  -2.202  -2.996  7.962  -1.767
C  6.411  1.470  2.129  -0.144
C  7.052  -2.234  -3.847  -1.842
C  -1.094  -0.983  8.969  -1.021
H  -0.089  9.287  -3.527  0.427
H  4.952  -6.594  -3.891  0.360
H  7.460  -3.052  -6.653  0.355
H  5.056  -4.682  -3.131  0.361
H  -0.310  3.825  -6.308  0.279
H  -3.431  5.603  0.851  0.295
H  0.499  -2.511  12.361  0.365
H  0.574  -3.646  7.672  0.374
H  1.559  6.008  -7.333  0.222
H  -3.182  -5.797  -3.170  0.386
H  8.701  -6.244  -2.667  0.408
H  -0.876  -9.375  -3.166  0.446
H  -3.113  -0.917  9.869  0.355
H  9.138  -5.868  -4.922  0.409
H  7.113  0.830  1.595  0.271
H  -4.180  12.866  -2.418  0.577
H  -3.427  -7.098  -0.169  0.309
H  -5.282  9.699  -1.983  0.412
H  -1.431  8.956  -0.034  0.397
H  -3.507  -3.275  10.798  0.271
H  -5.753  2.661  -1.232  0.278
H  -1.010  6.259  -7.925  0.301
H  -1.304  1.681  -1.377  0.292
H  -4.295  3.310  3.402  0.289
H  -5.556  5.112  2.193  0.209
H  -2.119  13.457  -1.137  0.401
H  -3.111  -9.270  -1.158  0.336
H  -7.772  3.378  -2.764  0.281
H  -2.661  0.096  -0.164  0.280
H  -7.949  2.203  -4.132  0.314
H  -1.634  -5.064  -1.736  0.364
H  -0.319  11.787  -1.040  0.368
H  -6.500  0.590  -2.944  0.245
H  4.986  -4.350  -5.720  0.323
H  -4.913  4.607  4.374  0.338
H  -3.416  10.290  -5.073  0.450
H  -2.225  11.461  -4.504  0.263
H  -3.781  -7.110  -2.125  0.318
H  6.878  0.595  4.096  0.283
H  8.230  -7.025  -5.711  0.453
H  -0.018  -0.510  0.504  0.283
H  -2.624  -9.306  -3.360  0.383
H  -2.146  0.437  10.340  0.360
H  -1.665  -0.642  8.106  0.400
H  -0.828  -3.295  13.312  0.408
H  0.157  -7.345  1.477  0.352
H  -0.931  0.895  1.025  0.231
H  5.824  -7.902  -4.611  0.409
H  -2.720  -7.602  1.212  0.386
H  -3.088  -2.872  12.522  0.423
H  -3.924  11.964  -4.685  0.389
H  0.726  10.433  -2.535  0.460
H  0.560  4.880  -8.272  0.294
H  -0.331  0.409  -1.934  0.282
H  0.011  -5.773  0.600  0.403
H  8.081  -2.246  -3.489  0.395
H  -1.672  11.152  -0.057  0.378
H  6.974  -5.275  -6.979  0.356
H  6.923  -1.272  -4.344  0.406
H  -3.213  4.563  4.110  0.302
H  -0.129  -9.053  -0.580  0.425
H  -1.520  12.839  -2.574  0.360
H  6.352  -2.164  -3.015  0.383
H  1.396  3.532  -6.447  0.341
H  -2.301  8.661  -3.958  0.373
H  1.097  -2.240  8.516  0.460
H  -5.548  1.947  -3.302  0.286
H  0.422  1.606  -0.862  0.296
H  7.054  -6.550  -2.094  0.431
H  5.513  1.526  1.514  0.233
H  5.396  -6.346  -5.465  0.315
H  -5.737  11.234  -2.772  0.345
H  0.172  -4.175  12.140  0.377
H  0.228  9.054  -0.569  0.368
H  -0.015  -7.410  -4.252  0.427
H  -2.721  -4.503  11.795  0.444
H  -0.170  -0.441  9.172  0.374
H  -3.122  -2.854  8.529  0.342
H  4.517  -3.002  -4.763  0.409
H  5.407  -2.683  -6.268  0.382
H  7.461  2.987  1.545  0.293
H  -0.520  -0.850  11.557  0.401
H  -8.567  1.831  -2.545  0.241
H  5.503  1.717  4.160  0.292
H  -2.098  -1.069  12.271  0.512
H  -5.491  9.762  -3.659  0.397
H  -2.498  -5.914  0.837  0.372
H  -1.861  -10.576  -1.273  0.377
H  -2.235  -2.534  6.975  0.470
H  -2.091  -4.075  7.854  0.402
H  8.678  -5.003  -7.174  0.396
H  5.393  0.095  3.451  0.337
H  -4.225  6.262  2.576  0.279
H  -0.439  11.016  -3.680  0.336
H  0.925  -6.909  -0.152  0.443
H  7.901  -7.796  -2.970  0.378
H  -1.427  -5.006  9.619  0.358
H  0.163  -2.068  6.953  0.376
H  -3.587  -7.329  -3.939  0.468
H  -3.896  11.808  -1.030  0.376
H  0.797  4.731  -5.281  0.260
H  -0.928  -6.017  -4.496  0.377
H  -1.549  -7.472  -5.118  0.390
H  8.788  -3.350  -5.472  0.342
H  -0.817  7.917  -1.286  0.383
H  -1.459  -9.242  0.544  0.464

Summary:
E_tot = -2712.05743 a.u.
Net charge = 0
ΔE to the lowest compared entry with this formula, charge and spin = 2.747 eV
Orbital gap = 0.3000 hartree